{"formula": "C53H76Cl5F18O16PS2", "method": "ωB97M-V/def2-TZVPD", "homo_lumo_gap_ev": 7.387, "e_above_lowest_kj_mol": 0.0, "species": ["C", "C", "C", "C", "O", "C", "C", "C", "C", "P", "S", "C", "C", "C", "C", "C", "C", "C", "C", "C", "C", "C", "C", "C", "C", "Cl", "O", "S", "O", "O", "C", "C", "Cl", "C", "C", "Cl", "C", "Cl", "C", "C", "Cl", "H", "H", "H", "H", "H", "H", "H", "H", "H", "H", "H", "H", "H", "H", "H", "H", "H", "H", "H", "H", "H", "H", "H", "H", "H", "H", "H", "H", "H", "H", "H", "H", "H", "H", "H", "H", "H", "H", "H", "H", "H", "H", "H", "H", "H", "H", "C", "C", "O", "C", "O", "C", "F", "F", "F", "H", "H", "H", "H", "H", "C", "C", "O", "C", "O", "C", "F", "F", "F", "H", "H", "H", "H", "H", "C", "C", "O", "C", "O", "C", "F", "F", "F", "H", "H", "H", "H", "H", "C", "C", "O", "C", "O", "C", "F", "F", "F", "H", "H", "H", "H", "H", "C", "C", "O", "C", "O", "C", "F", "F", "F", "H", "H", "H", "H", "H", "C", "C", "O", "C", "O", "C", "F", "F", "F", "H", "H", "H", "H", "H"], "coordinates": [[7.97823, -3.63589, -0.46816], [7.31753, -3.02332, -1.26525], [6.54795, -1.99699, -2.07530], [4.96248, -2.03852, -1.76102], [4.89836, -3.30642, -1.14851], [4.23691, -3.50862, 0.07096], [4.43913, -5.02138, 0.46638], [3.18901, -5.91777, 0.25402], [4.72891, -0.77091, -0.84911], [5.92052, -0.56135, 0.58366], [6.32532, 1.33536, 0.94654], [3.24760, -0.37174, -0.44733], [3.05814, 1.13304, -0.75809], [1.65742, 1.80807, -0.64867], [0.33384, 0.99363, -0.73668], [-0.70241, 1.65256, 0.26522], [-0.31524, 1.23400, -2.15350], [-1.10086, -0.03076, -2.64885], [-2.59674, 0.21823, -2.31551], [-3.38758, -0.65182, -1.63297], [-3.38481, -2.13790, -2.09043], [-4.29369, -0.27668, -0.45782], [2.84924, -0.62335, 1.04570], [3.07183, 0.47636, 2.11095], [3.69873, -0.17364, 3.40306], [1.50955, 1.19524, 2.74889], [2.36958, -1.26310, -1.17557], [2.47299, -1.23263, -2.77267], [1.37411, -2.07877, -3.23460], [2.22205, 0.02736, -3.45680], [4.15455, -1.99072, -3.17237], [4.91006, -1.02125, -4.09922], [4.85530, 0.76343, -3.92143], [5.74942, -1.37184, -5.10841], [6.16303, -2.78706, -5.48479], [6.54877, -0.16715, -6.13695], [3.80368, -3.39932, -3.72171], [2.80474, -4.44002, -2.60026], [3.16596, -3.51588, -5.18419], [2.88114, -2.23218, -5.99632], [1.59141, -4.46370, -5.26765], [8.61121, -3.96986, 0.33520], [6.97591, -0.99256, -1.96648], [6.77975, -2.34742, -3.08823], [4.61295, -2.96799, 0.95536], [3.14694, -3.34821, 0.00862], [4.69330, -5.08138, 1.54161], [5.33976, -5.37236, -0.06074], [3.26732, -6.77754, 0.94045], [3.26786, -6.36707, -0.75108], [2.23192, -5.39305, 0.35025], [5.08309, 0.07401, -1.47442], [7.19030, -1.11241, 0.33226], [5.44920, -1.22747, 1.74550], [3.76672, 1.74011, -0.16941], [3.42083, 1.31134, -1.78653], [1.63773, 2.41412, 0.27448], [1.61123, 2.57044, -1.44767], [0.35158, -0.06316, -0.45463], [-0.79567, 1.05460, 1.18635], [-1.72083, 1.65080, -0.16219], [-0.44789, 2.70110, 0.48046], [-1.07566, 2.03151, -2.08316], [0.40921, 1.59793, -2.89458], [-1.02909, -0.11233, -3.74651], [-0.78412, -0.94340, -2.13186], [-3.05045, 1.18282, -2.60395], [-2.75854, -2.21978, -2.98949], [-2.97305, -2.74287, -1.26406], [-4.40913, -2.43452, -2.35205], [-4.64906, -1.21248, 0.01280], [-3.75847, 0.27603, 0.32849], [-5.19986, 0.28674, -0.74002], [3.24232, -1.56182, 1.46208], [1.75687, -0.79807, 1.02078], [3.71861, 1.32312, 1.87708], [3.38691, 0.43263, 4.26635], [4.79764, -0.14641, 3.38924], [3.27461, -1.17592, 3.56475], [7.12499, -2.72057, -6.02530], [6.38008, -3.47145, -4.65937], [5.46574, -3.17789, -6.23727], [4.72838, -3.99200, -3.70256], [3.82308, -4.16786, -5.77572], [2.00478, -2.39474, -6.63519], [2.71738, -1.30790, -5.43049], [3.72176, -2.03027, -6.68696], [-6.61264, 0.26367, 3.43209], [-6.44106, 1.70401, 3.87196], [-5.09979, 1.93627, 4.34739], [-4.18730, 2.17629, 3.41354], [-4.38630, 2.21023, 2.23654], [-2.83151, 2.45402, 4.06825], [-2.55385, 1.59122, 5.05047], [-2.80631, 3.68204, 4.61285], [-1.83284, 2.37054, 3.17429], [-6.33342, -0.41823, 4.23712], [-7.64789, 0.07210, 3.14960], [-5.97262, 0.03309, 2.57913], [-7.09574, 1.90966, 4.70094], [-6.68868, 2.39338, 3.07570], [-7.34435, 8.25244, 5.16596], [-8.72365, 7.75415, 4.78945], [-8.69569, 6.34843, 4.48026], [-8.74933, 5.52261, 5.51998], [-8.81531, 5.84840, 6.66632], [-8.75987, 4.07176, 5.03075], [-7.85495, 3.86330, 4.05456], [-9.95629, 3.73448, 4.53464], [-8.49082, 3.21558, 6.01596], [-6.62512, 8.01586, 4.38066], [-7.35675, 9.33110, 5.31992], [-6.99116, 7.77625, 6.08099], [-9.06715, 8.25668, 3.88694], [-9.45290, 7.95936, 5.57288], [0.12337, 4.34417, 3.50232], [0.27229, 5.64876, 4.25397], [1.46775, 6.34827, 3.85256], [1.37138, 7.07197, 2.74463], [0.39378, 7.18490, 2.06734], [2.69522, 7.79213, 2.47569], [3.75223, 6.99197, 2.64737], [2.85084, 8.83833, 3.30785], [2.76371, 8.26336, 1.23141], [1.01834, 3.73301, 3.61969], [-0.71383, 3.80277, 3.86337], [-0.00787, 4.51875, 2.43290], [0.37888, 5.45251, 5.31988], [-0.60331, 6.28625, 4.12869], [1.24918, 11.20664, 2.11045], [1.33931, 12.33139, 3.11905], [0.32459, 13.32394, 2.87817], [-0.87857, 13.05821, 3.37646], [-1.17536, 12.07938, 3.99329], [-1.83236, 14.22026, 3.08422], [-1.71847, 14.65624, 1.82405], [-1.57932, 15.26112, 3.89041], [-3.10423, 13.87199, 3.26986], [1.28971, 11.60041, 1.09355], [2.06269, 10.50771, 2.24686], [0.30680, 10.66558, 2.20789], [2.29507, 12.84346, 3.02001], [1.27580, 11.95935, 4.14167], [1.53111, -9.25675, -3.68289], [0.26561, -9.99786, -3.30347], [0.56777, -11.09941, -2.42641], [0.70581, -10.79647, -1.14000], [0.60474, -9.70446, -0.66680], [0.97249, -12.06917, -0.33096], [1.87284, -12.86163, -0.92644], [-0.15049, -12.78564, -0.18061], [1.43403, -11.79119, 0.88701], [2.26236, -9.94382, -4.11256], [1.31269, -8.47314, -4.40838], [1.99486, -8.79932, -2.80798], [-0.19142, -10.42637, -4.19429], [-0.46867, -9.33381, -2.85224], [-6.13051, -8.46409, -2.78137], [-5.57389, -8.94996, -4.10296], [-4.54492, -8.06624, -4.58282], [-3.33276, -8.25452, -4.07359], [-3.04669, -9.08553, -3.26285], [-2.34535, -7.27212, -4.71938], [-2.85151, -6.03904, -4.80538], [-2.03455, -7.65171, -5.96770], [-1.19796, -7.17491, -4.04360], [-6.47749, -7.43361, -2.86892], [-6.96309, -9.09154, -2.46385], [-5.36695, -8.48226, -2.00335], [-6.35585, -8.94507, -4.86041], [-5.19894, -9.97069, -4.03002]], "lowdin_charge": [0.11, -0.13, -0.10, -0.35, -0.19, -0.23, -0.19, -0.13, -0.29, 0.50, 0.19, -0.41, -0.14, -0.14, -0.30, -0.09, -0.17, -0.17, -0.10, -0.33, -0.07, -0.07, -0.15, -0.64, -0.15, 0.68, -0.18, 0.69, -0.32, -0.31, -0.29, -0.57, 0.75, -0.70, -0.10, 0.67, -0.53, 0.75, -0.64, -0.12, 0.58, 0.04, 0.12, 0.09, 0.08, 0.11, 0.10, 0.11, 0.07, 0.04, 0.07, 0.06, -0.01, -0.01, 0.08, 0.06, 0.08, 0.12, 0.11, 0.04, 0.06, 0.07, 0.10, 0.09, 0.11, 0.10, 0.11, 0.07, 0.07, 0.08, 0.07, 0.05, 0.08, 0.08, 0.12, 0.04, 0.05, 0.05, 0.08, 0.08, 0.08, 0.07, 0.09, 0.08, 0.07, 0.06, 0.08, -0.04, -0.20, 0.05, -0.39, 0.17, -0.52, 0.17, 0.16, 0.12, 0.09, 0.09, 0.07, 0.10, 0.12, -0.06, -0.20, 0.03, -0.39, 0.18, -0.52, 0.13, 0.18, 0.17, 0.08, 0.08, 0.08, 0.13, 0.13, -0.07, -0.18, 0.04, -0.40, 0.17, -0.54, 0.17, 0.14, 0.17, 0.05, 0.03, 0.09, 0.13, 0.13, -0.05, -0.19, 0.03, -0.40, 0.17, -0.55, 0.17, 0.17, 0.17, 0.09, 0.05, 0.09, 0.13, 0.13, -0.05, -0.20, 0.04, -0.40, 0.17, -0.55, 0.16, 0.17, 0.17, 0.08, 0.08, 0.08, 0.13, 0.10, -0.06, -0.20, 0.04, -0.39, 0.17, -0.54, 0.17, 0.17, 0.16, 0.08, 0.08, 0.08, 0.13, 0.13]}

***

{"formula": "C18H42N6O6", "method": "ωB97M-V/def2-TZVPD", "homo_lumo_gap_ev": 9.124, "e_above_lowest_kj_mol": 411.0, "species": ["C", "N", "C", "C", "O", "H", "H", "H", "H", "H", "H", "H", "C", "N", "C", "C", "O", "H", "H", "H", "H", "H", "H", "H", "C", "N", "C", "C", "O", "H", "H", "H", "H", "H", "H", "H", "C", "N", "C", "C", "O", "H", "H", "H", "H", "H", "H", "H", "C", "N", "C", "C", "O", "H", "H", "H", "H", "H", "H", "H", "C", "N", "C", "C", "O", "H", "H", "H", "H", "H", "H", "H"], "coordinates": [[2.82081, -2.90799, -1.54121], [2.47798, -2.79921, -2.96130], [2.48252, -4.08778, -3.60315], [2.19627, -1.61147, -3.51502], [1.80682, -1.39816, -4.64453], [3.80219, -3.35438, -1.38716], [2.03730, -3.52465, -1.09696], [2.79846, -1.91778, -1.08888], [2.34918, -4.04898, -4.68714], [3.47750, -4.54310, -3.59389], [1.72565, -4.77015, -3.21812], [2.32620, -0.75558, -2.83687], [0.14207, 0.29569, -1.19132], [0.16454, 0.37354, 0.26630], [0.28595, -0.91585, 0.95561], [0.18610, 1.53699, 0.91233], [0.07143, 2.63995, 0.39596], [1.11505, 0.51533, -1.63443], [-0.72621, 0.90448, -1.44231], [-0.01542, -0.74065, -1.48680], [1.36072, -1.11239, 0.96045], [0.03226, -0.76036, 2.00645], [-0.41497, -1.63079, 0.54197], [0.28978, 1.37350, 1.99946], [-2.70820, -6.06381, 4.33514], [-2.65958, -4.70781, 3.78477], [-3.46007, -3.71866, 4.46291], [-1.87785, -4.48422, 2.69384], [-1.56370, -3.41344, 2.22409], [-2.48006, -5.87581, 5.39272], [-1.95030, -6.73459, 3.94868], [-3.71648, -6.47896, 4.37834], [-4.51246, -3.99636, 4.44031], [-3.12472, -3.61790, 5.50123], [-3.27524, -2.71962, 4.07092], [-1.40791, -5.41094, 2.33314], [1.38674, 3.78710, -6.30232], [1.96819, 2.81453, -5.38908], [1.32333, 2.59685, -4.12056], [2.97565, 1.99703, -5.83547], [3.58647, 1.25959, -5.11194], [2.07762, 4.17153, -7.05057], [1.02841, 4.64557, -5.73476], [0.53299, 3.36093, -6.83632], [0.25210, 2.80267, -4.04394], [1.45865, 1.63187, -3.64027], [1.69373, 3.32089, -3.38336], [3.12437, 2.26290, -6.88901], [-0.68489, -1.28652, 5.82242], [0.38602, -1.45834, 4.84054], [1.43939, -0.47223, 4.91548], [0.55162, -2.59567, 4.12912], [1.48314, -2.82610, 3.38929], [-0.26982, -1.48924, 6.80948], [-1.59416, -1.84989, 5.62945], [-1.01093, -0.24958, 5.73088], [1.03433, 0.53530, 5.01195], [2.18043, -0.64956, 5.69936], [2.03972, -0.44485, 4.00551], [-0.18173, -3.33812, 4.47743], [-1.48169, 7.13042, -0.82479], [-2.42884, 6.05914, -0.94324], [-1.88617, 4.67989, -0.89342], [-3.73118, 6.22312, -1.29247], [-4.21528, 7.31343, -1.53477], [-2.06506, 8.04863, -0.79417], [-0.72646, 7.20652, -1.61340], [-0.87095, 7.03575, 0.07648], [-1.32093, 4.50357, -1.80897], [-1.22125, 4.56141, -0.04209], [-2.67793, 3.94213, -0.78917], [-4.21120, 5.23125, -1.33878]], "lowdin_charge": [-0.05, -0.18, -0.06, -0.36, 0.02, 0.09, 0.09, 0.07, 0.09, 0.09, 0.09, 0.11, -0.03, -0.19, -0.04, -0.35, -0.01, 0.07, 0.10, 0.08, 0.09, 0.07, 0.09, 0.13, -0.05, -0.20, -0.06, -0.34, 0.01, 0.09, 0.09, 0.09, 0.09, 0.08, 0.09, 0.14, -0.07, -0.19, -0.06, -0.34, 0.04, 0.08, 0.09, 0.09, 0.09, 0.06, 0.09, 0.13, -0.04, -0.19, -0.06, -0.37, 0.02, 0.09, 0.06, 0.09, 0.09, 0.09, 0.08, 0.12, -0.06, -0.20, -0.05, -0.34, 0.00, 0.08, 0.09, 0.09, 0.08, 0.06, 0.08, 0.13]}